1.
Here is the molecule C5H14N2S from OMol25. Energies are from ωB97M-V/def2-TZVPD.

Each line ends with the Mulliken charge.
Geometry (Å):
1 C -1.1997 -0.7025 1.8004  -1.0976
2 C -1.9036 -1.5409 0.7491  -0.4195
3 S -3.4711 -0.7625 0.2796  -0.2398
4 C -0.6220 0.6093 1.2953  -0.3460
5 N 0.6934 0.4006 0.6457  -0.4166
6 C 0.8415 1.0958 -0.6251  -0.7067
7 C 2.2773 1.0178 -1.1559  -0.2950
8 N 2.2998 0.5279 -2.5380  -0.5818
9 H -1.8220 -0.5495 2.6764  0.4312
10 H -0.3432 -1.3028 2.1284  0.3461
11 H -1.2493 -1.7220 -0.1079  0.3130
12 H -2.1530 -2.5011 1.1925  0.3828
13 H -4.0600 -1.8042 -0.3202  0.1139
14 H -1.2634 1.0861 0.5699  0.3229
15 H -0.4877 1.3139 2.1181  0.2564
16 H 0.8327 -0.5923 0.4960  0.2447
17 H 0.1888 0.6864 -1.4107  0.3345
18 H 0.4830 2.1190 -0.4837  0.3635
19 H 2.7843 0.3120 -0.4843  0.2247
20 H 2.8616 1.9272 -1.1434  0.3748
21 H 2.2097 -0.4716 -2.6306  0.1855
22 H 3.1027 0.8536 -3.0516  0.2090

Results
HOMO energy in eV: -8.646
Energy above the lowest of the compared OMol25 structures with the same formula, charge and spin in kcal per mole: 10.4
Maximum force in eV/Å: 1.26
HOMO-LUMO gap in eV: 9.50
Structure (SMILES): NCCNCCCS

=====

2.
Here is the molecule C5H7OP from OMol25. Energies are from ωB97M-V/def2-TZVPD.

Each line ends with the Mulliken charge.
Geometry (Å):
1 C -0.2234 0.0928 -0.9722  -0.7605
2 C 0.5437 0.9061 0.0344  -0.7613
3 C -0.2334 -0.6570 1.9965  -0.5809
4 C 0.5562 -1.1401 -1.2295  -0.0484
5 C 1.4240 -1.6493 -0.1497  -0.0617
6 O 0.3095 -2.2497 -0.4353  -0.2796
7 P 1.2728 -0.2843 1.2721  -0.0068
8 H -1.2005 -0.2296 -0.4984  0.3002
9 H -0.4957 0.5219 -1.9864  0.3318
10 H 1.3150 1.2432 -0.6830  0.3981
11 H 0.0191 1.8318 0.2712  0.4106
12 H -0.9502 0.2524 2.2866  0.2387
13 H -0.1166 -1.4541 2.7711  0.2787
14 H 0.8375 -1.5811 -2.1444  0.5412

Results
HOMO energy (spin up / spin down) in eV: -8.357 / -8.016
Energy above the lowest of the compared OMol25 structures with the same formula, charge and spin in kcal per mole: 129.4
Maximum force in eV/Å: 4.37
HOMO-LUMO gap (spin up / spin down) in eV: 7.81 / 7.60
Structure (SMILES): C=P1=C2O[C@H]2CC1

=====

3.
Here is a structure of composition B12Ca4H48 from OMol25. Energies are from ωB97M-V/def2-TZVPD.

Each line ends with the Mulliken charge.
Geometry (Å):
1 Ca -3.8043 -0.0011 3.0493  1.2931
2 Ca -1.8174 -1.8716 -2.8779  1.0468
3 Ca 3.2491 -0.8244 2.1654  1.2005
4 Ca -0.5874 3.9930 -1.5972  1.1360
5 B -4.8225 -1.2347 -0.3152  0.6539
6 H -5.4869 -1.8465 0.2752  -0.2326
7 H -5.0113 -0.1928 -0.1078  -0.2949
8 H -3.8248 -1.3744 0.0712  -0.4301
9 H -4.9416 -1.4134 -1.3726  -0.3770
10 B -2.5950 -5.3063 -1.0126  0.5052
11 H -1.6874 -4.7442 -0.8559  -0.4153
12 H -3.0489 -4.8400 -1.8733  -0.4096
13 H -2.4617 -6.3599 -1.2033  -0.2200
14 H -3.2637 -5.3123 -0.1658  -0.2453
15 B -2.4409 1.7461 -4.1431  0.5785
16 H -3.0816 0.9624 -4.5168  -0.3411
17 H -2.3342 2.5442 -4.8614  -0.2051
18 H -2.9548 2.1477 -3.2836  -0.3400
19 H -1.4570 1.3880 -3.8826  -0.3593
20 B -2.5518 3.6565 2.1173  0.6447
21 H -2.0306 3.6957 3.0612  -0.1739
22 H -2.0335 2.9609 1.4756  -0.5186
23 H -3.5538 3.2975 2.2943  -0.4128
24 H -2.4870 4.6535 1.7098  -0.2651
25 B 1.6677 5.7116 0.8621  0.4530
26 H 2.4226 5.5392 0.1107  -0.2244
27 H 0.8035 6.2011 0.4404  -0.4296
28 H 1.4273 4.7859 1.3617  -0.2942
29 H 2.1814 6.3492 1.5649  -0.1933
30 B 0.3719 -0.2079 -0.1174  0.8816
31 H 0.1979 -0.4951 0.9080  -0.3765
32 H 1.0848 0.6020 -0.1231  -0.3583
33 H 0.7981 -1.0678 -0.6105  -0.3456
34 H -0.5370 0.0894 -0.6171  -0.5385
35 B 2.6144 3.7390 -4.1418  0.3030
36 H 3.6084 4.1525 -4.2146  -0.2162
37 H 2.4552 3.2994 -3.1694  -0.3661
38 H 1.8959 4.5080 -4.3800  -0.3264
39 H 2.4395 2.9772 -4.8856  -0.1833
40 B 1.1870 -2.4546 -4.9499  0.5155
41 H 2.0351 -2.7298 -5.5577  -0.1956
42 H 0.2299 -2.6013 -5.4260  -0.4055
43 H 1.1506 -2.9761 -4.0060  -0.3498
44 H 1.3088 -1.4012 -4.7510  -0.2378
45 B 2.4388 -4.4427 2.2778  0.4304
46 H 1.8406 -4.3058 1.3903  -0.2389
47 H 2.0384 -3.7769 3.0266  -0.3247
48 H 2.4351 -5.4647 2.6239  -0.2224
49 H 3.4399 -4.0432 2.2277  -0.3925
50 B -2.8405 -3.4341 4.0381  0.4030
51 H -2.9179 -2.7067 4.8313  -0.3742
52 H -3.8045 -3.5394 3.5651  -0.2592
53 H -2.0051 -3.1880 3.4010  -0.2569
54 H -2.5695 -4.3919 4.4546  -0.1928
55 B 1.4193 1.2404 4.7482  0.5985
56 H 0.3861 1.1992 4.4400  -0.3309
57 H 1.8516 0.2837 4.9976  -0.3998
58 H 1.9757 1.6704 3.9298  -0.3835
59 H 1.4469 1.8702 5.6239  -0.2403
60 B 6.1136 0.6513 0.3723  0.4038
61 H 5.6017 1.1886 1.1557  -0.3513
62 H 7.1454 0.9641 0.4136  -0.1974
63 H 5.9930 -0.3885 0.6339  -0.4048
64 H 5.6977 0.8698 -0.5990  -0.1963

Results
HOMO energy in eV: -0.516
Maximum force in eV/Å: 5.36
HOMO-LUMO gap in eV: 4.35
Charge: -4

=====

4.
Here is a structure of composition C16H21N3O2ReS from OMol25. Energies are from ωB97M-V/def2-TZVPD.

Each line ends with the Löwdin spin population.
Geometry (Å):
1 N 0.5440 1.9815 0.1476  0.0237
2 C 0.5892 3.1247 0.1728  0.0033
3 C 0.6605 4.5564 0.1475  0.0000
4 H -0.3514 4.9965 0.0759  -0.0001
5 H 1.2523 4.9062 -0.7174  0.0000
6 H 1.1376 4.9373 1.0698  0.0001
7 N 2.2738 -1.4825 -0.1828  0.0219
8 C 3.2241 -2.1014 -0.3352  0.0359
9 C 4.4166 -2.8774 -0.5743  0.0074
10 H 5.0436 -2.4029 -1.3510  0.0018
11 H 4.1573 -3.8973 -0.9117  0.0018
12 H 5.0159 -2.9611 0.3514  0.0021
13 N -1.5935 -1.2989 0.1485  0.0239
14 C -2.6215 -1.8012 0.1736  0.0035
15 C -3.9030 -2.4440 0.1478  0.0000
16 H -3.9310 -3.2819 0.8685  0.0000
17 H -4.1231 -2.8445 -0.8580  0.0001
18 H -4.7021 -1.7289 0.4185  0.0000
19 Re 0.5185 -0.3385 0.5638  1.2377
20 C 0.4510 -1.9363 1.6719  0.0074
21 O 0.4750 -2.8838 2.4312  0.0539
22 C 1.9528 0.3691 1.6715  0.0078
23 O 2.8286 0.7313 2.4309  0.0551
24 C 0.9004 1.0830 -2.9566  0.3141
25 C -0.4684 1.1512 -2.8364  0.0937
26 C -1.2445 -0.0459 -2.8374  0.0905
27 C -0.6235 -1.2677 -2.9558  0.3138
28 C 0.7952 -1.3373 -3.0806  0.0845
29 C 1.5430 -0.1839 -3.0798  0.0819
30 H 1.5004 1.9574 -2.9853  0.0121
31 H -0.9764 2.0800 -2.7673  0.0003
32 H -2.2998 0.0391 -2.7698  0.0002
33 H -1.1767 -2.1728 -2.9827  0.0121
34 H 1.2435 -2.2920 -3.1963  0.0007
35 H 2.5978 -0.2033 -3.1942  0.0005
36 C -0.7382 0.4919 3.7215  0.0374
37 S -1.1126 0.7247 1.9454  0.3884
38 C -2.6200 1.7020 2.4964  0.0472
39 H 0.1402 -0.0792 3.7882  -0.0012
40 H -1.5660 -0.0613 4.1911  0.0092
41 H -0.5659 1.4772 4.1814  0.0093
42 H -3.2656 1.0285 3.0706  0.0090
43 H -2.2683 2.5708 3.0638  0.0091
44 H -3.1099 2.0150 1.6234  -0.0001

Results
HOMO energy (spin up / spin down) in eV: -22.820 / -22.494
Energy above the lowest of the compared OMol25 structures with the same formula, charge and spin in kcal per mole: 3.9
Maximum force in eV/Å: 10.04
HOMO-LUMO gap (spin up / spin down) in eV: 8.62 / 5.75
2S+1: 4
Charge: +4